DFT (ωB97M-V/def2-TZVPD) results for a molecular structure, C36H77F2N6NiO18S2 at a distorted geometry.

```
! RIJCOSX wB97M-V def2-TZVPD def2/J DEFGRID3
* xyz -1 3
Ni -0.38954 1.16780 3.16702
N 0.27734 0.28247 1.53089
S -0.19318 -0.08496 0.07410
O -1.19669 -1.08542 -0.18953
O 0.80034 0.18447 -0.95953
F -1.16964 1.22822 -0.09011
S 1.57264 -0.86212 1.42131
O 2.85242 -0.22425 1.26783
O 1.39045 -2.10905 0.73029
F 1.55683 -1.38220 2.90866
C -2.07035 -1.69858 5.76886
C -2.97733 -1.47692 6.79003
C -3.26367 -0.07159 7.28178
O -4.04746 0.12063 8.25925
C -2.67891 1.00660 6.69289
C -1.74355 0.82732 5.60680
C -1.44031 -0.62092 5.09957
O -0.66479 -0.61090 4.12462
O -1.22594 1.75410 4.91982
O -3.59571 -2.47858 7.23268
H -1.87315 -2.68274 5.36841
H -2.98054 1.99011 7.02362
C -0.21115 -4.36224 -1.92116
O 0.66386 -3.98936 -2.97738
C 0.90389 -2.58394 -2.82849
C 2.00016 -2.10134 -3.79273
N 3.32815 -2.71211 -3.57924
C 3.93781 -2.44332 -2.27379
C 5.21317 -3.25298 -2.15735
O 6.29291 -2.53984 -2.70547
C 7.54888 -3.11514 -2.55329
H -1.24730 -4.04324 -2.05227
H 0.17529 -4.18379 -0.91484
H -0.27799 -5.45455 -1.88242
H 1.10329 -2.25457 -1.80897
H -0.04288 -2.11994 -3.12547
H 2.05173 -1.04739 -3.48777
H 1.85021 -2.23079 -4.86270
H 3.97139 -2.49877 -4.32744
H 3.27087 -2.76820 -1.47298
H 4.08288 -1.37463 -2.08059
H 5.03340 -4.23674 -2.60150
H 5.40452 -3.47427 -1.09995
H 7.93708 -3.01200 -1.53070
H 8.29150 -2.54971 -3.11728
H 7.63856 -4.18357 -2.76781
C 0.42267 -4.17262 3.16338
O 0.08971 -5.42160 2.60853
C -1.28713 -5.75199 2.51240
C -1.46617 -7.04213 1.70255
N -0.91702 -8.21147 2.45769
C -0.73341 -9.34541 1.53425
C -0.32369 -10.62657 2.20815
O 1.05072 -10.75480 2.52275
C 1.34397 -11.73676 3.46771
H -0.02634 -4.09326 4.15361
H 0.03251 -3.44732 2.43958
H 1.48273 -3.94036 3.07738
H -1.77599 -4.91927 1.99771
H -1.65579 -5.85953 3.53544
H -0.88741 -6.97810 0.77659
H -2.52332 -7.27503 1.57105
H 0.00625 -7.80939 2.61107
H 0.04644 -9.15444 0.78625
H -1.66664 -9.44948 0.97910
H -0.65948 -11.44060 1.55068
H -0.97822 -10.86897 3.05286
H 1.31456 -11.27184 4.45863
H 2.34476 -12.17007 3.41010
H 0.71016 -12.62854 3.48270
C 2.62979 0.91529 4.61527
O 1.52727 1.64363 4.10277
C 1.91808 2.89411 3.52668
C 0.61229 3.69511 3.45296
N -0.32767 3.10621 2.47433
C -1.70970 3.53654 2.75853
C -2.74879 2.54976 2.14655
O -2.44029 1.27505 2.66656
C -3.21204 0.17714 2.22741
H 3.25304 0.55154 3.79777
H 2.19614 0.15722 5.26524
H 3.23905 1.53926 5.27493
H 2.30213 2.76617 2.51031
H 2.66485 3.39911 4.13995
H 0.73352 4.73546 3.13195
H 0.31566 3.81669 4.49576
H -0.10524 3.47468 1.54029
H -1.97116 4.55864 2.46644
H -1.91483 3.58054 3.82930
H -2.82452 2.64631 1.06044
H -3.74478 2.84044 2.49552
H -3.55991 0.27372 1.19562
H -4.18666 0.26979 2.72537
H -2.89725 -0.83301 2.47298
C 4.55951 5.61450 -1.30532
O 3.55148 4.87271 -0.68830
C 2.65550 4.23609 -1.58108
C 1.58211 3.51444 -0.75843
N 0.93354 4.34503 0.25163
C -0.05521 5.26944 -0.26436
C -0.25748 6.45276 0.67676
O 0.93533 7.19528 0.81294
C 0.76159 8.39566 1.51453
H 5.29451 4.94855 -1.77392
H 5.15243 6.18013 -0.58719
H 4.23913 6.29212 -2.10160
H 3.19837 3.47427 -2.14374
H 2.07962 4.94273 -2.18543
H 2.06242 2.64873 -0.29901
H 0.84261 3.13372 -1.46580
H 1.66379 4.95473 0.61430
H -0.97828 4.72659 -0.48226
H 0.35747 5.63939 -1.21109
H -0.63213 6.07084 1.63087
H -1.03764 7.09509 0.25662
H 1.66400 8.84860 1.91789
H 0.05998 8.31423 2.35241
H 0.24347 9.09066 0.84374
C -4.78989 4.83777 -10.17703
O -3.68823 4.96438 -9.29294
C -3.98392 4.58111 -7.97901
C -2.83859 5.05551 -7.08658
N -3.02319 4.64960 -5.68936
C -3.01718 3.19130 -5.52178
C -2.60809 2.78646 -4.10981
O -2.49970 1.36301 -4.15091
C -2.28925 0.76246 -2.92681
H -5.59801 5.54237 -9.96844
H -5.20308 3.82577 -10.18413
H -4.38269 5.04082 -11.16650
H -3.93034 3.48721 -7.89915
H -4.98157 4.81768 -7.59997
H -2.84548 6.14652 -7.11993
H -1.87283 4.66888 -7.42310
H -2.23273 4.92962 -5.12036
H -2.54966 2.60848 -6.33057
H -3.99810 2.84134 -5.86768
H -3.48399 2.96354 -3.48068
H -1.67618 3.27131 -3.81185
H -2.50786 -0.30517 -3.01667
H -3.09476 1.02851 -2.22676
H -1.33313 0.84433 -2.41489
*
```

LUMO energy (spin up / spin down) = 1.6 / 1.6 eV
HOMO level (spin up / spin down) = -4.37 / -4.37 eV

These are the Mulliken partial charges, in e, on atoms 1 to 99: 1.646, 1.142, -0.099, -0.663, -0.453, -0.361, 0.814, -0.713, -0.473, -0.175, -1.254, 0.481, 0.203, -0.730, -1.041, 0.612, 0.350, -0.471, -0.515, -0.716, 0.483, 0.430, -0.546, -0.483, 0.463, -0.754, -0.384, 0.303, -0.913, -0.305, -0.785, 0.287, 0.186, 0.285, -0.451, 0.414, 0.178, 0.453, 0.259, 0.030, 0.196, 0.368, 0.386, 0.299, 0.272, 0.310, -0.462, -0.424, -0.465, -0.583, -0.488, -0.568, -0.690, -0.333, -0.771, 0.301, 0.025, 0.325, 0.330, 0.357, 0.309, 0.366, 0.291, 0.301, 0.474, 0.392, 0.401, 0.295, 0.261, 0.329, -0.953, -0.284, -0.727, -0.900, 1.658, -0.850, -0.814, 0.192, -1.028, 0.260, 0.239, 0.415, 0.157, 0.699, 0.545, 0.437, -1.133, 0.523, 0.520, 0.202, 0.630, 0.231, 0.358, 0.283, -0.875, -0.229, -0.935, -0.483, 0.291